Computed, not measured: a structure of composition C37H47BClGeN6PRu, with ωB97M-V/def2-TZVPD.

## Properties
E_tot = -129647.65293 eV
ΔE to the lowest compared entry with this formula, charge and spin = 0.0 kcal/mol
charge = +2
Kohn-Sham gap (spin up / spin down) = 6.828 / 6.864 eV

The geometry in XYZ format:
```
95
C37H47BClGeN6PRu | the OMol25 dataset | ωB97M-V/def2-TZVPD
Ru 0.1010 0.1951 0.5159
C -0.1041 3.4071 -1.0225
C 0.3995 3.3019 0.3751
C 0.8869 4.3387 1.1684
C 1.3433 3.7513 2.3345
C 2.0009 4.3751 3.5159
N 1.1135 2.4314 2.2354
N 0.5190 2.1540 1.0523
B 1.6177 1.2604 3.0906
N 0.3866 0.4788 3.5373
N -0.5103 0.1098 2.5837
C -1.6446 -0.2189 3.2222
C -2.9140 -0.6541 2.5692
C -1.4527 -0.0821 4.5970
C -0.1616 0.3810 4.7609
C 0.5689 0.7335 6.0095
N 2.5385 0.4149 2.1693
N 2.1459 -0.0213 0.9313
C 3.2611 -0.3706 0.2629
C 3.3973 -0.7196 -1.1847
C 4.3605 -0.1996 1.0996
C 3.8736 0.3117 2.2886
C 4.6313 0.6945 3.5117
H 0.4758 4.1597 -1.5546
H -1.1487 3.7151 -1.0554
H -0.0063 2.4627 -1.5558
H 0.9287 5.3827 0.9073
H 1.9983 5.4568 3.4074
H 3.0356 4.0446 3.6117
H 1.4796 4.1222 4.4389
H 2.2444 1.6492 4.0193
H -2.7463 -1.1295 1.6053
H -3.5867 0.1930 2.4293
H -3.4283 -1.3676 3.2110
H -2.1730 -0.2829 5.3725
H 0.0123 0.3787 6.8736
H 0.6860 1.8140 6.1035
H 1.5629 0.2872 6.0312
H 2.8040 -1.5649 -1.5176
H 4.4421 -0.9608 -1.3698
H 3.1473 0.1359 -1.8131
H 5.3900 -0.3918 0.8481
H 5.6752 0.4151 3.3919
H 4.2382 0.1925 4.3961
H 4.5827 1.7690 3.6876
Cl -2.3319 0.8239 -0.0091
C -2.6417 1.5554 -1.5686
C -3.5369 2.6067 -1.5820
C -3.8232 3.2246 -2.7921
C -3.2112 2.7909 -3.9577
C -2.3277 1.7232 -3.9238
C -2.0255 1.0822 -2.7224
P -1.0455 -0.4366 -2.6952
C -2.2433 -1.7258 -2.3644
C -2.0469 -2.6924 -1.3861
C -3.0131 -3.6653 -1.1748
C -4.1741 -3.6668 -1.9336
C -4.3780 -2.6941 -2.9054
C -3.4179 -1.7222 -3.1211
C -0.3563 -0.6695 -4.3366
C -0.6332 -1.8054 -5.0927
C -0.0235 -1.9745 -6.3285
C 0.8563 -1.0163 -6.8071
C 1.1369 0.1182 -6.0529
C 0.5380 0.2908 -4.8186
H -3.9973 2.9416 -0.6622
H -4.5246 4.0475 -2.8165
H -3.4293 3.2753 -4.8996
H -1.8742 1.3740 -4.8421
H -1.1435 -2.6853 -0.7920
H -2.8614 -4.4301 -0.4238
H -4.9249 -4.4280 -1.7684
H -5.2872 -2.6921 -3.4911
H -3.5832 -0.9638 -3.8778
H -1.3141 -2.5609 -4.7239
H -0.2391 -2.8566 -6.9158
H 1.3287 -1.1512 -7.7709
H 1.8222 0.8655 -6.4294
H 0.7565 1.1817 -4.2385
C 1.4599 -3.3134 0.1065
Ge 0.6457 -2.3249 1.5873
C -1.0386 -3.1981 2.0686
C 1.8290 -2.3380 3.1260
C 0.3008 -0.3731 -1.5301
H 1.4373 -4.3465 0.4715
H 2.5005 -3.0476 -0.0467
H 0.9135 -3.2877 -0.8326
H -0.7300 -4.2395 2.2122
H -1.8141 -3.1796 1.3090
H -1.4296 -2.8302 3.0129
H 1.8162 -3.3788 3.4654
H 1.4669 -1.7136 3.9376
H 2.8508 -2.0753 2.8658
H 0.8039 -1.3340 -1.6534
H 0.9860 0.3619 -1.9680
```



Computed, not measured: a cluster of 3 separate species, C39H53Cl3N3O9P2S in total, with ωB97M-V/def2-TZVPD.

## Properties
E_tot = -131167.06930 eV
charge = +1
Kohn-Sham gap = 7.034 eV

The geometry in XYZ format:
```
110
C39H53Cl3N3O9P2S | the OMol25 dataset | ωB97M-V/def2-TZVPD
C -2.3958 5.1480 -0.2062
C -1.9289 4.4067 0.6092
C -1.2384 3.7077 1.7569
C -1.4667 4.7022 2.9442
C -0.2577 5.3456 3.6305
C -0.0147 6.8110 3.2052
Cl -0.3356 7.9482 4.5290
C 0.2133 3.6509 1.1434
C 0.5949 4.8416 0.2698
C 2.1049 5.1030 0.2921
O 2.4823 5.5031 1.6196
C 2.3930 6.3030 -0.6417
N 3.6066 6.1914 -1.4369
C 0.3183 2.2060 0.5089
Cl 1.7665 1.5897 1.5206
C 0.8913 1.9979 -0.9318
C 1.8738 0.8620 -1.2364
C 1.5224 -0.4801 -1.1473
C 2.3916 -1.5013 -1.4449
C 3.6808 -1.2271 -1.8525
C 4.0438 0.0996 -1.9666
C 3.1721 1.1365 -1.6751
C 3.7241 2.5332 -1.8793
N -1.0135 1.4827 0.8760
N -0.5230 0.1826 1.3574
P -1.9179 0.7937 -0.6403
S -2.5585 1.9886 -1.9750
C -1.8856 2.2450 1.8640
C -2.1587 1.5901 3.2513
C -1.2297 1.6560 4.4820
C 0.2380 1.9850 4.3228
Cl -1.9291 2.7088 5.7804
P -3.7149 2.5642 1.2937
C -4.7612 1.0576 1.1163
C -4.6496 -0.1502 2.0821
C -4.5538 3.7257 2.4357
C -6.0765 3.7146 2.3205
H -2.8357 5.8243 -0.8963
H -2.0762 5.5185 2.5806
H -2.1065 4.2076 3.6709
H 0.6901 4.8205 3.5574
H -0.4855 5.3980 4.6921
H 1.0081 6.9257 2.8654
H -0.6436 7.0639 2.3568
H 0.9823 3.7024 1.8949
H 0.3019 4.7390 -0.7710
H 0.1644 5.7634 0.6452
H 2.6848 4.2327 0.0061
H 3.1392 4.8914 1.9646
H 1.5286 6.4501 -1.2866
H 2.4248 7.1847 -0.0024
H 4.2485 5.4985 -1.0875
H 3.4185 6.0571 -2.4165
H 1.4751 2.8912 -1.0999
H 0.1381 2.0160 -1.7201
H 0.5480 -0.7910 -0.8069
H 2.0726 -2.5255 -1.3501
H 4.3697 -2.0266 -2.0661
H 5.0451 0.3205 -2.3068
H 4.0516 2.9106 -0.9084
H 4.6031 2.5019 -2.5101
H 2.9821 3.2110 -2.2867
H -0.4539 0.1400 2.3668
H -1.0983 -0.5936 1.0431
H -0.9405 -0.0183 -1.2219
H -2.8438 -0.1021 -0.0772
H -3.1482 1.8262 3.6142
H -2.2449 0.5260 3.0184
H -1.2571 0.6803 4.9565
H 0.4642 2.8505 3.7156
H 0.7657 1.1031 3.9664
H 0.6497 2.1705 5.3102
H -4.6194 0.6862 0.1020
H -5.8046 1.3597 1.1244
H -3.7315 -0.7182 1.9495
H -4.7252 0.2040 3.1070
H -5.5013 -0.8088 1.9250
H -4.2106 4.7237 2.1805
H -4.2924 3.6019 3.4925
H -6.4003 3.9012 1.2974
H -6.5168 2.7704 2.6238
H -6.4547 4.5113 2.9503
C 3.2095 -4.8859 -3.9125
C 3.2157 -5.8422 -4.8539
C 3.3516 -7.2989 -4.5032
O 3.3269 -8.1127 -5.4055
C 3.5096 -7.6560 -3.1012
C 3.5071 -6.6988 -2.1655
C 3.3416 -5.2478 -2.5177
O 3.3296 -4.4353 -1.6052
O 3.6475 -6.9579 -0.8694
O 3.1014 -5.5779 -6.1451
H 3.1083 -3.8369 -4.1545
H 3.6271 -8.7023 -2.8546
H 3.6103 -6.0957 -0.4144
H 3.1297 -6.4394 -6.6059
C -0.1877 -11.2380 -2.3636
C 0.4159 -10.2789 -3.0782
C -0.2718 -8.9811 -3.4018
O 0.3529 -8.1458 -4.0305
C -1.6388 -8.7929 -2.9517
C -2.2450 -9.7545 -2.2418
C -1.5467 -11.0394 -1.8889
O -2.1587 -11.8536 -1.2255
O -3.4908 -9.6470 -1.7990
O 1.6507 -10.4047 -3.5531
H 0.2972 -12.1735 -2.1231
H -2.1293 -7.8643 -3.2071
H -3.6790 -10.4768 -1.3181
H 1.8427 -9.5851 -4.0501
```